Density functional theory data (wB97M-V/def2-TZVPD) for a 3-piece molecular cluster, C4H7NO3 overall.

Structure (XYZ):
```
15
Properties=species:S:1:pos:R:3:forces:R:3
C 0.9961 -1.2795 -1.3139 0.00 0.03 0.05
C -0.1390 -0.5601 -0.6578 0.12 0.93 0.58
O -0.9062 -1.2599 0.1380 -0.38 0.27 0.42
H -0.6075 0.2339 -1.2411 0.01 -0.06 -0.05
H 1.6909 -0.5756 -1.7687 -0.03 -0.01 0.03
H 0.5793 -1.9190 -2.0993 0.01 0.03 0.07
H 1.5193 -1.9128 -0.5976 -0.01 0.01 -0.01
C -0.7888 1.6527 0.7553 -1.38 0.93 -0.47
N -1.6637 0.8546 1.2143 0.75 -0.15 0.00
C 0.9490 0.4718 0.7608 0.11 -0.75 -0.71
O -0.4775 2.7267 0.3700 0.38 -0.90 0.32
O 1.9488 1.0480 0.4826 -0.15 0.08 0.11
H -2.4867 1.2627 1.6405 0.14 0.15 -0.04
H -1.4646 -0.5138 0.6927 0.46 -0.62 -0.48
H 0.8505 -0.2296 1.6241 -0.03 0.06 0.18
```
Forces are in eV/Å.

## Properties
Total energy: -436.97685 hartree
LUMO level: -0.0383 Ha
Orbital gap: 7.47 eV

Electronic structure analysis, Löwdin charges in units of e: atom 1 (C): -0.040, atom 2 (C): -0.327, atom 3 (O): -0.026, atom 4 (H): 0.132, atom 5 (H): 0.089, atom 6 (H): 0.096, atom 7 (H): 0.095, atom 8 (C): -0.434, atom 9 (N): 0.107, atom 10 (C): -0.218, atom 11 (O): 0.150, atom 12 (O): 0.075, atom 13 (H): 0.112, atom 14 (H): 0.073, atom 15 (H): 0.114

Density functional theory data (wB97M-V/def2-TZVPD) for a 2-piece molecular cluster, C2HBr3S overall.

Structure (XYZ):
```
7
Properties=species:S:1:pos:R:3:forces:R:3
C -1.7096 -0.3080 0.3333 1.69 -1.92 -0.81
C -1.0883 -1.3314 0.1003 -1.54 2.59 0.60
S 2.1779 0.8410 -0.6129 0.61 -0.47 -0.26
Br 0.7064 2.2298 -1.3168 -0.45 0.37 -0.01
Br -0.0217 -2.6741 -0.2754 0.49 -1.04 -0.13
Br 1.8276 0.5137 1.4894 -0.16 0.09 0.28
H -1.8923 0.7291 0.2822 -0.64 0.39 0.32
```
Forces are in eV/Å.

## Properties
Total energy: -8196.93932 hartree
Structure (SMILES): BrSBr.C#CBr
LUMO level: -0.0310 Ha
Orbital gap: 8.26 eV

Electronic structure analysis, Löwdin charges in units of e: atom 1 (C): -0.011, atom 2 (C): -0.828, atom 3 (S): -0.269, atom 4 (Br): 0.158, atom 5 (Br): 0.779, atom 6 (Br): 0.160, atom 7 (H): 0.011

Density functional theory data (wB97M-V/def2-TZVPD) for one molecule with the formula C3HF2NS.

Structure (XYZ):
```
8
Properties=species:S:1:pos:R:3:forces:R:3
C -1.4314 -0.1025 0.0578 3.29 -2.14 -0.24
C 0.5248 0.8326 -0.0606 1.86 -3.84 0.22
C 0.9817 -0.5282 -0.0997 -2.96 2.15 0.59
N -0.7938 1.0001 -0.0326 -0.26 1.43 0.10
F 1.3765 1.8165 0.0910 0.13 0.93 -0.28
F 2.1470 -1.1026 0.0126 1.24 0.39 -0.14
S -0.3981 -1.5388 0.0481 -0.38 0.75 -0.21
H -2.4067 -0.3771 -0.0166 -2.92 0.32 -0.04
```
Forces are in eV/Å.

## Properties
Total energy: -767.54660 hartree
Structure (SMILES): Fc1ncsc1F
LUMO level: 0.0220 Ha
Orbital gap: 9.75 eV

Electronic structure analysis, Löwdin charges in units of e: atom 1 (C): -0.416, atom 2 (C): -0.395, atom 3 (C): -0.526, atom 4 (N): 0.062, atom 5 (F): 0.118, atom 6 (F): 0.058, atom 7 (S): 1.067, atom 8 (H): 0.031